Record 1
Entry from the OMol25 dataset: a 6-piece molecular cluster, C30H55BrN10 overall at a distorted geometry (ωB97M-V/def2-TZVPD).

Results
Charge = +4
Energy relative to the best compared isomer or geometry (same formula, charge and spin) = 0.000 eV
Total energy = -116914.4887 eV
Orbital gap = 0.3259 Ha
HOMO level = -16.80 eV

Element x y z (Å)
C -11.809 24.814 24.041
C -11.302 23.398 24.195
N -9.911 23.264 23.713
C -9.486 23.528 22.428
C -8.173 23.213 22.368
N -7.802 22.812 23.629
C -8.869 22.838 24.415
C -6.470 22.350 24.010
H -12.898 24.791 24.117
H -11.554 25.309 23.107
H -11.472 25.427 24.878
H -11.993 22.701 23.712
H -11.271 23.104 25.245
H -10.160 23.966 21.714
H -7.447 23.333 21.582
H -8.899 22.509 25.440
H -6.367 22.327 25.091
H -5.723 23.054 23.646
H -6.270 21.381 23.560
C -17.135 17.429 18.355
C -15.989 18.329 17.930
N -15.970 19.602 18.698
C -16.019 19.744 20.064
C -15.890 21.065 20.343
N -15.751 21.702 19.130
C -15.770 20.789 18.163
C -15.584 23.144 18.941
H -18.091 17.925 18.198
H -17.024 17.040 19.365
H -17.135 16.567 17.686
H -16.156 18.631 16.896
H -15.007 17.864 17.984
H -16.229 18.932 20.736
H -15.901 21.648 21.258
H -15.699 21.071 17.125
H -14.780 23.349 18.239
H -15.317 23.608 19.886
H -16.520 23.571 18.588
C -18.044 20.332 25.165
C -17.437 19.250 26.023
N -18.448 18.337 26.616
C -18.586 16.988 26.357
C -19.623 16.553 27.104
N -20.101 17.630 27.812
C -19.367 18.690 27.509
C -21.153 17.610 28.841
H -17.327 20.567 24.367
H -18.210 21.269 25.693
H -18.970 20.040 24.674
H -16.862 19.610 26.878
H -16.748 18.612 25.472
H -17.889 16.521 25.687
H -20.102 15.592 27.180
H -19.472 19.660 27.965
H -20.728 17.990 29.765
H -21.503 16.590 28.968
H -22.022 18.195 28.549
C -12.038 20.524 21.534
C -11.828 19.236 22.297
N -11.843 19.441 23.761
C -10.749 19.328 24.604
C -11.202 19.493 25.865
N -12.569 19.695 25.777
C -12.924 19.640 24.499
C -13.482 19.991 26.869
H -11.939 20.282 20.470
H -11.311 21.304 21.749
H -13.048 20.922 21.647
H -10.878 18.780 22.041
H -12.661 18.564 22.096
H -9.787 19.120 24.170
H -10.755 19.485 26.844
H -13.922 19.774 24.113
H -12.966 20.518 27.668
H -13.913 19.070 27.257
H -14.253 20.671 26.504
C -17.479 29.715 26.594
C -16.896 28.404 27.086
N -16.979 27.332 26.077
C -15.930 26.810 25.360
C -16.437 25.876 24.517
N -17.798 25.878 24.723
C -18.099 26.759 25.669
C -18.772 25.107 23.949
H -17.014 30.037 25.661
H -17.298 30.502 27.323
H -18.555 29.620 26.455
H -17.429 28.046 27.969
H -15.858 28.481 27.405
H -14.958 27.256 25.469
H -16.015 25.189 23.800
H -19.081 26.898 26.089
H -19.053 25.657 23.053
H -19.666 24.940 24.544
H -18.323 24.157 23.671
Br -14.940 22.451 23.906

***

Record 2
Entry from the OMol25 dataset: C37H58BN7O4PtS as an isolated structure (ωB97M-V/def2-TZVPD).

Results
Charge = 0
Total energy = -72692.8074 eV
Orbital gap (alpha / beta) = 0.2894 / 0.2841 Ha
HOMO level (alpha / beta) = -8.13 / -8.09 eV

Element x y z (Å)
Pt 0.830 -0.915 -1.494
C 4.544 -2.442 -3.598
C 3.597 -2.796 -2.448
C 2.188 -3.040 -2.973
C 3.709 -1.760 -1.364
C 4.833 -1.509 -0.575
C 4.487 -0.478 0.281
C 5.337 -0.001 1.427
C 5.706 1.479 1.430
C 4.725 -0.429 2.763
N 3.226 -0.100 -0.019
N 2.756 -0.908 -1.002
B 2.249 0.964 0.578
N 1.675 1.860 -0.575
N 1.021 1.214 -1.581
C 0.667 2.083 -2.513
C 1.117 3.343 -2.127
C 1.738 3.180 -0.900
C 2.259 4.379 -0.135
C 1.095 5.206 0.423
C 3.332 4.167 0.919
C -0.115 1.678 -3.723
C 0.277 2.507 -4.943
C -1.613 1.801 -3.435
N 1.164 0.164 1.345
N 0.555 -0.920 0.779
C -0.136 -1.531 1.728
C 0.026 -0.845 2.941
C 0.841 0.229 2.657
C 1.284 1.345 3.558
C 1.139 0.970 5.028
C 0.486 2.607 3.229
C -0.946 -2.788 1.562
C -2.441 -2.480 1.490
C -0.476 -3.675 0.418
H 4.530 -3.226 -4.357
H 5.570 -2.315 -3.254
H 4.230 -1.508 -4.069
H 3.950 -3.730 -1.997
H 1.780 -2.154 -3.472
H 1.495 -3.350 -2.183
H 2.208 -3.839 -3.715
H 5.772 -2.036 -0.595
H 6.266 -0.563 1.300
H 4.875 2.091 1.771
H 6.006 1.824 0.439
H 6.539 1.645 2.115
H 3.775 0.076 2.937
H 5.397 -0.177 3.586
H 4.540 -1.504 2.787
H 2.838 1.631 1.353
H 1.005 4.275 -2.656
H 2.716 4.987 -0.923
H 0.553 4.667 1.199
H 0.384 5.465 -0.360
H 1.476 6.131 0.861
H 2.956 3.637 1.793
H 3.691 5.142 1.256
H 4.181 3.618 0.518
H 0.119 0.628 -3.921
H -0.005 3.555 -4.814
H -0.243 2.137 -5.828
H 1.350 2.469 -5.133
H -1.862 2.835 -3.184
H -1.910 1.162 -2.604
H -2.194 1.521 -4.315
H -0.404 -1.111 3.892
H 2.338 1.554 3.360
H 0.089 0.839 5.298
H 1.545 1.761 5.659
H 1.666 0.043 5.260
H -0.577 2.444 3.420
H 0.596 2.865 2.176
H 0.819 3.454 3.832
H -0.782 -3.340 2.495
H -2.694 -1.938 0.578
H -2.745 -1.866 2.339
H -3.022 -3.405 1.518
H -0.604 -3.190 -0.554
H -1.062 -4.596 0.406
H 0.578 -3.942 0.525
C -5.339 -1.363 4.070
C -5.643 -1.191 2.608
C -5.220 -0.058 1.918
C -5.503 0.105 0.573
C -6.210 -0.880 -0.099
C -6.643 -2.017 0.568
C -6.361 -2.163 1.917
S -6.521 -0.701 -1.834
O -6.882 0.665 -2.072
O -7.367 -1.790 -2.231
N -5.075 -0.923 -2.581
C -4.461 -2.251 -2.465
C -3.033 -2.197 -2.975
C -2.120 -1.324 -2.131
O -2.551 -0.640 -1.206
O -0.885 -1.349 -2.513
H -4.616 -0.624 4.414
H -4.933 -2.356 4.270
H -6.244 -1.252 4.671
H -4.654 0.704 2.441
H -5.171 0.991 0.049
H -7.201 -2.769 0.027
H -6.696 -3.052 2.439
H -4.418 -0.215 -2.248
H -5.043 -2.952 -3.062
H -4.467 -2.596 -1.424
H -2.997 -1.823 -4.001
H -2.611 -3.203 -3.006

***

Record 3
Entry from the OMol25 dataset: C36H90N6O12 as an isolated structure at a distorted geometry (ωB97M-V/def2-TZVPD).

Results
Charge = 0
Energy relative to the best compared isomer or geometry (same formula, charge and spin) = 18.664 eV
Total energy = -72286.0861 eV
Orbital gap = 0.3052 Ha
HOMO level = -7.78 eV

Element x y z (Å)
C 1.989 0.301 0.104
O 0.915 0.395 -0.812
C 0.203 1.622 -0.865
C -1.056 1.231 -1.615
N -1.852 0.285 -0.858
C -3.227 0.140 -1.321
C -4.043 -1.021 -0.812
O -3.809 -2.193 -1.542
C -4.791 -3.170 -1.310
H 2.795 1.023 -0.069
H 2.371 -0.714 0.034
H 1.623 0.481 1.120
H 0.781 2.323 -1.479
H -0.023 2.070 0.103
H -0.794 0.822 -2.602
H -1.691 2.080 -1.889
H -1.389 -0.571 -0.596
H -3.199 0.161 -2.419
H -3.692 1.097 -1.056
H -5.102 -0.726 -0.822
H -3.829 -1.200 0.254
H -4.543 -4.103 -1.812
H -5.726 -2.791 -1.749
H -5.015 -3.398 -0.262
C -1.381 0.381 2.245
O -1.417 0.387 3.647
C -0.149 0.407 4.247
C -0.250 0.024 5.723
N -1.062 0.905 6.562
C -0.387 2.159 6.931
C -0.408 2.487 8.430
O -1.241 3.574 8.772
C -2.623 3.422 8.558
H -1.149 1.391 1.876
H -2.377 0.221 1.841
H -0.623 -0.295 1.840
H 0.335 1.370 4.043
H 0.491 -0.393 3.843
H 0.748 -0.083 6.146
H -0.726 -0.961 5.724
H -1.864 1.193 6.013
H -0.922 2.976 6.431
H 0.628 2.301 6.553
H 0.566 2.914 8.696
H -0.441 1.539 8.980
H -3.116 2.950 9.415
H -2.791 2.724 7.724
H -3.073 4.367 8.260
C -1.563 -1.420 3.816
O -2.062 -2.601 4.457
C -2.937 -3.341 3.627
C -2.355 -4.229 2.528
N -2.029 -3.425 1.363
C -2.037 -4.216 0.125
C -1.541 -3.423 -1.055
O -0.118 -3.318 -0.950
C 0.494 -2.495 -1.920
H -2.372 -0.892 3.317
H -0.724 -1.699 3.169
H -1.084 -0.857 4.618
H -3.608 -2.630 3.125
H -3.688 -3.828 4.256
H -3.095 -4.984 2.269
H -1.458 -4.735 2.913
H -1.119 -2.984 1.395
H -3.036 -4.556 -0.163
H -1.407 -5.090 0.336
H -1.931 -2.395 -1.072
H -1.798 -3.805 -2.051
H 0.936 -1.607 -1.454
H -0.235 -2.193 -2.677
H 1.318 -3.081 -2.338
C -1.245 2.653 -6.694
O -1.820 1.451 -6.186
C -3.068 1.673 -5.506
C -3.670 0.330 -5.132
N -4.648 -0.207 -6.081
C -4.183 -0.489 -7.423
C -5.279 -1.143 -8.250
O -6.200 -0.124 -8.591
C -7.325 -0.606 -9.321
H -1.956 3.465 -6.852
H -0.717 2.327 -7.589
H -0.498 3.005 -5.972
H -3.664 2.265 -6.203
H -2.901 2.220 -4.569
H -4.362 0.488 -4.297
H -3.022 -0.518 -4.917
H -5.525 0.290 -6.159
H -3.303 -1.143 -7.423
H -3.789 0.390 -7.958
H -5.773 -1.902 -7.632
H -4.830 -1.661 -9.106
H -8.238 -0.339 -8.776
H -7.284 -1.662 -9.566
H -7.442 0.065 -10.179
C 2.140 1.816 -3.714
O 2.890 1.372 -4.828
C 2.502 0.047 -5.146
C 3.122 -0.909 -4.112
N 4.448 -0.570 -3.682
C 4.912 -1.275 -2.503
C 6.229 -0.667 -2.024
O 6.022 0.364 -1.062
C 6.254 1.704 -1.381
H 2.131 1.049 -2.935
H 1.104 2.038 -3.988
H 2.608 2.716 -3.319
H 2.857 -0.161 -6.157
H 1.417 -0.078 -5.171
H 3.106 -1.939 -4.486
H 2.372 -0.904 -3.302
H 4.573 0.431 -3.628
H 5.130 -2.297 -2.840
H 4.204 -1.381 -1.670
H 6.840 -0.213 -2.809
H 6.776 -1.442 -1.484
H 7.311 1.954 -1.239
H 5.625 2.337 -0.756
H 5.986 1.942 -2.420
C 4.019 4.903 5.676
O 4.548 3.691 5.173
C 4.275 2.568 5.997
C 4.604 1.342 5.145
N 3.673 1.372 3.988
C 4.031 0.498 2.897
C 3.855 -0.975 3.261
O 3.916 -1.937 2.241
C 5.190 -2.043 1.574
H 3.862 5.541 4.811
H 4.702 5.415 6.367
H 3.139 4.730 6.304
H 3.201 2.482 6.157
H 4.871 2.568 6.908
H 4.358 0.418 5.681
H 5.628 1.164 4.791
H 3.708 2.346 3.702
H 5.053 0.663 2.513
H 3.412 0.764 2.038
H 2.875 -1.153 3.711
H 4.646 -1.156 4.007
H 5.331 -3.105 1.383
H 5.999 -1.677 2.208
H 5.079 -1.477 0.649

***

> The highest total energy belongs to which entry?

C36H90N6O12

***

> The lowest total energy belongs to which entry?

C30H55BrN10

***

> Number 2 is which compound?

C37H58BN7O4PtS

***

> Which of these has the highest charge?

C30H55BrN10